(1)
The following is a DFT calculation (ωB97M-V/def2-TZVPD) of a 8-piece molecular cluster, C32H48BBrNO27PS2 overall.

Structure (SMILES) ... CCP(C)[C@@H]1OS(=O)(=O)C[C@@](CCO)(B(O)OC)[C@@]1(Br)N=C=S.O=C1OCCO1.O=C1OCCO1.O=C1OCCO1.O=C1OCCO1.O=C1OCCO1.O=C1OCCO1.O=C1OCCO1
E_HOMO ... -7.72 eV

XYZ file:
```
113
C32H48BBrNO27PS2, DFT ωB97M-V/def2-TZVPD
C 2.322 -4.592 2.776
C 1.567 -4.965 1.468
P 0.102 -3.829 1.118
C -0.151 -4.036 -0.715
C 0.663 -2.093 1.589
O 0.630 -1.983 3.044
S -0.889 -1.838 3.651
O -0.727 -1.261 5.003
O -1.644 -3.091 3.761
C -1.804 -0.554 2.696
C -1.558 -0.701 1.158
C -2.482 -1.781 0.521
C -4.003 -1.398 0.544
O -4.685 -2.644 0.325
B -1.962 0.736 0.497
O -2.415 0.885 -0.818
O -1.841 1.928 1.224
C -1.197 2.967 0.468
C -0.029 -0.880 0.900
Br 0.448 -0.727 -1.043
N 0.593 0.341 1.567
C 1.664 0.699 1.052
S 3.251 0.873 0.795
H 2.788 -3.601 2.620
H 3.113 -5.326 2.965
H 1.678 -4.526 3.665
H 2.266 -4.821 0.617
H 1.227 -6.013 1.495
H -0.117 -5.121 -0.914
H -1.120 -3.682 -1.090
H 0.680 -3.617 -1.316
H 1.743 -2.017 1.336
H -1.416 0.396 3.102
H -2.870 -0.581 2.970
H -2.212 -1.871 -0.544
H -2.437 -2.749 1.055
H -4.268 -0.764 -0.321
H -4.309 -0.924 1.492
H -5.479 -2.673 0.862
H -2.207 0.115 -1.354
H -1.934 3.707 0.120
H -0.585 2.578 -0.363
H -0.506 3.515 1.136
O 5.847 1.728 -0.078
C 5.961 2.814 -0.550
O 4.940 3.526 -1.086
C 5.418 4.850 -1.331
C 6.902 4.641 -1.451
O 7.129 3.497 -0.624
H 4.978 5.264 -2.236
H 5.149 5.485 -0.483
H 7.210 4.410 -2.471
H 7.475 5.495 -1.094
O 3.682 -6.326 4.962
C 3.447 -5.765 5.982
O 4.193 -5.873 7.111
C 3.728 -4.883 8.030
C 2.316 -4.638 7.564
O 2.396 -4.932 6.170
H 3.776 -5.252 9.053
H 4.359 -3.996 7.942
H 1.597 -5.316 8.028
H 1.990 -3.612 7.726
O -1.047 5.408 -1.507
C -2.173 5.607 -1.826
O -3.165 5.948 -0.967
C -4.303 6.318 -1.748
C -4.061 5.594 -3.046
O -2.637 5.517 -3.099
H -5.225 6.009 -1.261
H -4.313 7.403 -1.869
H -4.469 4.580 -3.044
H -4.453 6.132 -3.907
O -0.205 -5.755 -3.364
C 0.905 -6.173 -3.306
O 1.433 -7.063 -4.183
C 2.834 -7.147 -3.926
C 2.933 -6.706 -2.490
O 1.815 -5.828 -2.354
H 3.196 -8.162 -4.082
H 3.359 -6.474 -4.608
H 2.819 -7.535 -1.787
H 3.864 -6.185 -2.273
O -6.553 -8.611 0.074
C -5.929 -7.796 0.669
O -4.739 -7.289 0.261
C -4.426 -6.184 1.112
C -5.212 -6.493 2.358
O -6.314 -7.247 1.851
H -3.354 -6.127 1.295
H -4.752 -5.261 0.628
H -4.653 -7.114 3.063
H -5.556 -5.598 2.872
O 6.821 6.042 -4.361
C 7.633 6.876 -4.109
O 8.733 6.674 -3.332
C 9.560 7.834 -3.460
C 8.582 8.899 -3.871
O 7.581 8.152 -4.560
H 10.058 8.060 -2.519
H 10.317 7.643 -4.225
H 8.123 9.401 -3.016
H 9.024 9.649 -4.524
O -7.596 9.406 -1.967
C -7.973 8.421 -2.506
O -9.188 8.280 -3.092
C -9.178 7.053 -3.822
C -8.108 6.260 -3.119
O -7.241 7.280 -2.618
H -10.153 6.571 -3.783
H -8.927 7.264 -4.864
H -8.498 5.683 -2.277
H -7.572 5.589 -3.789
```

(2)
The following is a DFT calculation (ωB97M-V/def2-TZVPD) of C32H48CaN2O30 as an isolated structure.

ΔE to the lowest compared entry with this formula, charge and spin ... 251.58 kcal/mol
E_HOMO ... -9.28 eV

XYZ file:
```
113
C32H48CaN2O30, DFT ωB97M-V/def2-TZVPD
Ca -3.595 2.280 1.667
N -0.902 0.329 -0.102
O -0.012 -0.245 -0.660
O -1.036 0.431 1.088
O -1.852 0.796 -0.652
N -2.730 2.165 5.241
O -3.408 1.286 4.724
O -2.146 2.851 4.433
O -2.753 2.476 6.445
C -2.292 -3.765 -2.866
C -1.342 -4.709 -3.551
C -0.220 -5.208 -2.665
O -0.292 -6.590 -2.843
C -1.269 -6.947 -3.692
O -1.501 -8.082 -4.046
O -1.876 -5.853 -4.122
H -3.199 -3.514 -3.416
H -1.761 -2.824 -2.722
H -2.616 -4.283 -1.963
H -0.890 -4.120 -4.349
H -0.265 -4.801 -1.655
H 0.768 -4.858 -2.967
C -3.030 2.864 -5.564
C -3.083 1.295 -5.396
C -4.463 0.682 -5.129
O -4.449 -0.480 -5.935
C -3.446 -0.457 -6.760
O -3.305 -1.215 -7.709
O -2.611 0.587 -6.487
H -3.514 3.323 -4.702
H -3.643 3.153 -6.418
H -2.020 3.266 -5.640
H -2.452 0.955 -4.575
H -5.217 1.452 -5.293
H -4.486 0.479 -4.059
C 0.108 -4.883 3.846
C 0.758 -3.751 4.692
C -0.044 -2.588 5.215
O 0.255 -2.525 6.607
C 0.853 -3.675 6.996
O 1.073 -3.970 8.137
O 1.141 -4.374 5.869
H 0.780 -5.686 3.544
H -0.166 -4.444 2.887
H -0.831 -5.352 4.138
H 1.671 -3.489 4.156
H -1.084 -2.785 4.954
H 0.156 -1.662 4.675
C 5.406 -1.564 0.458
C 5.859 -2.716 1.337
C 7.066 -3.577 1.011
O 7.821 -3.527 2.229
C 7.379 -2.569 3.030
O 7.895 -2.167 4.086
O 6.173 -2.080 2.527
H 5.159 -1.993 -0.513
H 6.117 -0.754 0.298
H 4.425 -1.230 0.797
H 5.004 -3.327 1.627
H 7.609 -3.186 0.151
H 6.800 -4.587 0.699
C -1.919 8.596 -3.251
C -1.146 7.254 -3.028
C 0.083 7.371 -2.026
O -0.035 6.292 -1.129
C -1.228 5.886 -1.075
O -1.642 5.177 -0.202
O -1.961 6.405 -2.167
H -1.270 9.370 -3.659
H -2.431 8.912 -2.342
H -2.785 8.496 -3.907
H -0.877 6.634 -3.884
H -0.049 8.345 -1.554
H 0.899 7.236 -2.735
C 3.506 2.872 -2.670
C 5.063 3.017 -2.610
C 5.675 2.740 -3.990
O 6.464 3.912 -4.219
C 6.274 4.809 -3.248
O 6.869 5.860 -3.157
O 5.398 4.367 -2.308
H 3.153 1.911 -3.044
H 3.167 3.686 -3.311
H 3.043 2.918 -1.685
H 5.484 2.445 -1.783
H 4.913 2.546 -4.745
H 6.279 1.834 -3.939
C -9.120 -3.781 3.377
C -7.691 -4.001 2.798
C -7.664 -4.242 1.276
O -6.790 -3.244 0.845
C -6.290 -2.411 1.791
O -5.498 -1.524 1.564
O -6.867 -2.767 2.977
H -9.826 -4.535 3.030
H -9.477 -2.806 3.046
H -9.206 -3.838 4.462
H -7.194 -4.780 3.377
H -8.636 -3.982 0.858
H -7.429 -5.285 1.065
C 2.753 1.700 5.310
C 3.270 1.650 3.846
C 2.820 2.714 2.892
O 4.034 3.270 2.524
C 5.080 2.609 3.028
O 6.219 2.797 2.608
O 4.687 1.724 3.887
H 3.081 0.905 5.980
H 1.663 1.693 5.322
H 2.993 2.676 5.733
H 3.174 0.650 3.425
H 2.245 3.483 3.407
H 2.265 2.169 2.128
```

For reference, maximum force by record: 0.10634, 0.15002 Eh/bohr.
For reference, LUMO level by record: 0.04, -3.56 eV.
For reference, gap between HOMO and LUMO by record: 7.8, 5.7 eV.